The following is a DFT calculation (wB97M-V/def2-TZVPD) of a 3-piece molecular cluster, C6H11Cl4N overall at a distorted geometry.

```
22
Properties=species:S:1:pos:R:3:forces:R:3
H -20.224530 -9.879450 8.421140 -0.40 -0.61 0.10
N -13.377430 -10.079510 0.798700 -1.08 -0.66 0.10
H -21.411220 -10.841080 10.461900 -0.56 0.30 -0.55
C -22.577160 -14.882330 5.649940 0.38 0.92 -1.17
H -21.732360 -15.309300 6.190430 -0.35 0.10 0.33
C -20.858510 -9.250350 9.045970 0.60 -0.35 -0.94
H -21.683050 -9.187610 11.046400 0.16 0.02 -0.04
Cl -23.782180 -16.172300 5.363530 0.31 -0.04 -0.32
Cl -19.479010 -10.022210 11.170180 1.15 0.29 0.59
C -14.334700 -10.729650 0.805500 0.39 0.01 -0.10
H -20.234960 -8.356690 9.020460 -0.80 0.59 0.41
Cl -22.433150 -9.068720 8.191160 0.49 0.17 0.33
C -21.044010 -9.815440 10.425470 -0.64 -0.42 0.09
H -21.089180 -13.641990 4.537210 0.03 -0.38 0.16
H -15.290210 -12.634860 0.529530 0.34 0.17 -0.32
H -16.095910 -11.648120 1.661770 0.17 0.47 0.11
Cl -23.120880 -13.172720 3.580830 -0.67 0.51 -0.55
C -21.974150 -14.243570 4.329810 -0.65 -1.46 1.44
H -16.211970 -11.222550 -0.045330 0.12 -0.03 0.00
C -15.537620 -11.591890 0.727290 0.07 0.03 0.21
H -23.174060 -14.133080 6.169970 0.66 0.03 0.33
H -21.780290 -15.093100 3.674960 0.30 0.33 -0.22
```
Positions in Å, forces in eV/Å.

Summary:
**Total energy**: -2130.71677 hartree
**Charge**: 0
**Largest force on an atom**: 2.2 eV/A
**Orbital gap**: 11.16 eV
**Energy relative to the best compared isomer or geometry (same formula, charge and spin)**: 0.1959 eV
**HOMO level**: -10.80 eV
**LUMO**: 0.36 eV

Löwdin atomic charge list, values in e, 2 entries:
1. H 0.06
2. N 0.12